Record 1
DFT (ωB97M-V with the def2-TZVPD basis set) results for a molecular structure, C6H9N.

F_max: 0.396 eV Å⁻¹
multiplicity: 1
gap between HOMO and LUMO: 9.61 eV

The geometry in XYZ format:
```
16
Properties=species:S:1:pos:R:3:forces:R:3
C 1.944 -0.492 -0.025 0.1 -0.2 0.0
N 0.812 0.396 -0.097 0.2 0.2 0.0
C -0.219 0.382 0.951 0.0 0.2 0.4
C -0.967 1.373 0.005 -0.3 0.2 0.0
C -0.354 0.356 -1.017 0.1 0.1 -0.3
C -1.148 -0.907 -0.629 0.0 -0.1 0.1
C -1.038 -0.908 0.699 0.0 0.0 -0.1
H 1.723 -1.498 0.361 -0.1 0.0 -0.2
H 2.436 -0.573 -1.000 -0.1 0.0 0.1
H 2.658 -0.019 0.663 0.0 -0.2 -0.1
H 0.110 0.618 1.966 -0.2 0.1 -0.1
H -0.490 2.355 -0.024 -0.1 -0.1 -0.1
H -2.054 1.447 0.073 0.1 -0.2 0.0
H -0.178 0.570 -2.076 -0.1 0.0 0.2
H -1.745 -1.536 -1.281 0.3 0.0 0.1
H -1.491 -1.565 1.432 0.1 0.1 -0.1
```
Positions in Å, forces in eV/Å.

natural (NBO) population analysis, charges in e, atoms 1 to 2: number 1, C, carries -0.418; number 2, N, carries -0.422

Record 2
DFT (ωB97M-V with the def2-TZVPD basis set) results for C6H9N in the gas phase at a distorted geometry.

F_max: 4.462 eV Å⁻¹
multiplicity: 1
structure (SMILES): C=N/C=C/C=C/C
gap between HOMO and LUMO: 9.00 eV

The geometry in XYZ format:
```
16
Properties=species:S:1:pos:R:3:forces:R:3
C 1.321 -0.373 -0.247 -0.3 0.8 1.2
C 0.395 0.011 -1.260 1.8 -1.1 0.1
C -2.886 0.774 -1.822 -3.0 -1.0 0.4
C 0.964 -0.308 1.009 -0.3 -1.4 3.1
C -0.780 0.453 -0.935 -4.1 0.9 -1.5
C 1.861 -0.520 2.216 -0.1 -3.0 0.6
N -1.674 0.718 -2.031 2.4 0.4 -0.2
H 2.346 -0.481 -0.425 1.4 -0.4 -0.7
H 0.792 -0.209 -2.231 -0.8 0.6 -0.8
H -3.658 0.901 -2.569 0.4 0.5 -0.9
H -3.411 0.446 -0.926 0.5 0.3 1.0
H -0.089 -0.189 1.362 1.0 0.1 -0.7
H -1.316 0.581 0.043 1.3 -0.1 -0.7
H 2.780 -1.243 2.163 -1.4 1.8 -0.5
H 1.280 -0.998 3.065 0.3 0.5 -1.0
H 2.075 0.437 2.587 1.0 1.3 0.6
```
Positions in Å, forces in eV/Å.

natural (NBO) population analysis, charges in e, atoms 1 to 2: number 1, C, carries -0.260; number 2, C, carries -0.199

Record 3
DFT (ωB97M-V with the def2-TZVPD basis set) results for a molecular structure, C6H9N.

F_max: 0.711 eV Å⁻¹
multiplicity: 1
gap between HOMO and LUMO: 10.40 eV

The geometry in XYZ format:
```
16
Properties=species:S:1:pos:R:3:forces:R:3
C 0.141 -2.080 -1.004 0.0 0.0 0.0
C -0.914 -1.022 -0.880 -0.5 0.3 0.0
C -2.152 -0.684 -0.941 0.5 -0.5 -0.2
C -0.567 0.541 -0.679 0.2 0.2 -0.1
N -0.617 1.013 0.689 0.0 -0.1 -0.1
C 0.452 1.927 1.057 0.1 0.2 0.0
C 0.429 0.533 1.566 0.2 -0.2 0.2
H 0.854 -1.823 -1.798 -0.2 0.0 0.2
H -0.306 -3.045 -1.264 0.0 0.3 0.1
H 0.709 -2.219 -0.077 -0.1 0.1 -0.1
H 0.452 0.521 -1.098 0.0 0.1 0.0
H -1.132 1.249 -1.295 0.0 -0.3 0.1
H 0.172 2.761 1.697 0.0 -0.2 -0.1
H 1.198 2.164 0.296 -0.1 0.0 0.1
H 1.160 -0.157 1.144 -0.1 0.1 0.1
H 0.122 0.319 2.586 0.1 0.0 -0.2
```
Positions in Å, forces in eV/Å.

natural (NBO) population analysis, charges in e, atoms 1 to 2: number 1, C, carries -0.631; number 2, C, carries -0.321

Record 4
DFT (ωB97M-V with the def2-TZVPD basis set) results for a molecular structure, C6H9N at a distorted geometry.

F_max: 4.745 eV Å⁻¹
multiplicity: 1
gap between HOMO and LUMO: 10.14 eV

The geometry in XYZ format:
```
16
Properties=species:S:1:pos:R:3:forces:R:3
C 1.223 -0.865 0.259 4.6 -0.6 -0.9
C 0.689 -0.085 -0.971 -0.4 -2.0 -2.2
C 0.827 1.254 -0.264 1.5 -1.3 2.0
C 0.455 0.217 0.976 0.1 0.7 1.1
C -1.753 0.371 -0.025 2.3 1.8 -0.1
C -0.794 -0.546 -0.697 0.9 0.9 -0.1
H 1.016 -1.977 0.227 -0.5 1.4 0.7
H 2.369 -0.823 0.435 -1.6 0.3 -0.6
H 1.029 -0.400 -2.000 -0.2 0.9 1.0
H 1.941 1.561 -0.052 -2.3 -0.4 -0.7
H 0.126 2.069 -0.483 0.8 -0.1 -0.1
H 0.634 0.557 2.018 -0.2 -0.5 -0.6
H -2.773 0.124 0.002 -1.2 -0.1 0.2
H -1.377 1.429 0.043 -1.6 -1.1 -0.5
H -1.116 -1.510 -1.002 -0.2 -0.6 -0.9
N -0.818 -0.443 0.735 -2.0 0.5 1.7
```
Positions in Å, forces in eV/Å.

natural (NBO) population analysis, charges in e, atoms 1 to 2: number 1, C, carries -0.399; number 2, C, carries -0.236

Record 5
DFT (ωB97M-V with the def2-TZVPD basis set) results for 2 unconnected molecules or ions with the total composition C6H9N.

F_max: 0.528 eV Å⁻¹
multiplicity: 1
structure (SMILES): C1=CN1.C=C=CC
gap between HOMO and LUMO: 9.36 eV

The geometry in XYZ format:
```
16
Properties=species:S:1:pos:R:3:forces:R:3
C -1.701 1.551 1.394 -0.1 0.1 0.0
C -0.715 0.859 0.503 0.1 -0.1 -0.2
C -0.526 0.786 -0.784 0.1 -0.1 0.2
C -0.062 0.453 -1.964 -0.2 0.2 0.0
C 1.654 -1.247 -0.645 0.4 -0.1 0.3
C 1.552 -1.246 0.624 0.5 -0.1 -0.2
N 0.509 -2.051 -0.112 0.0 -0.4 0.0
H -1.167 2.166 2.129 -0.1 0.0 -0.1
H -2.268 0.804 1.965 0.1 0.1 -0.1
H -2.404 2.184 0.851 0.1 -0.1 0.0
H 0.718 1.030 -2.456 -0.2 0.1 0.0
H -0.419 -0.444 -2.466 -0.1 0.2 0.0
H 2.123 -1.038 -1.588 -0.1 0.0 0.1
H 0.029 0.239 1.016 -0.1 0.1 0.1
H 1.856 -1.019 1.628 -0.1 0.0 0.0
H 0.819 -3.030 -0.094 -0.2 0.1 0.0
```
Positions in Å, forces in eV/Å.

natural (NBO) population analysis, charges in e, atoms 1 to 2: number 1, C, carries -0.626; number 2, C, carries -0.273

Record 6
DFT (ωB97M-V with the def2-TZVPD basis set) results for a molecular structure, C6H9N.

F_max: 0.526 eV Å⁻¹
multiplicity: 1
gap between HOMO and LUMO (alpha / beta): 7.61 / 7.62 eV

The geometry in XYZ format:
```
16
Properties=species:S:1:pos:R:3:forces:R:3
C -0.194 0.190 1.876 0.0 -0.2 -0.2
N -0.492 0.154 0.623 0.3 0.1 0.4
C -0.024 1.017 -0.460 0.1 0.1 0.0
C 0.855 0.064 -1.263 0.3 -0.2 -0.3
C 0.742 -1.316 -0.617 0.1 -0.2 0.0
C -0.748 -0.930 -0.358 -0.2 -0.3 0.1
C -0.633 0.106 -1.490 -0.2 0.1 -0.3
H -0.711 -0.442 2.591 0.1 -0.3 -0.2
H -0.316 2.491 1.544 -0.1 0.4 0.0
H 0.625 0.816 2.206 -0.4 0.2 0.0
H -0.164 2.411 0.787 -0.1 0.3 0.4
H 1.652 0.434 -1.899 -0.1 -0.2 0.1
H 1.324 -1.526 0.294 -0.1 0.0 -0.2
H 0.859 -2.129 -1.338 -0.1 0.0 0.1
H -1.526 -1.666 -0.143 0.1 0.1 0.0
H -1.249 0.327 -2.352 0.1 0.0 0.2
```
Positions in Å, forces in eV/Å.

natural (NBO) population analysis, charges in e, atoms 1 to 2: number 1, C, carries -0.062; number 2, N, carries -0.278

Record 7
DFT (ωB97M-V with the def2-TZVPD basis set) results for C6H9N in the gas phase at a distorted geometry.

F_max: 1.559 eV Å⁻¹
multiplicity: 1
structure (SMILES): C#CC[C@]1(C)CN1
gap between HOMO and LUMO: 10.52 eV

The geometry in XYZ format:
```
16
Properties=species:S:1:pos:R:3:forces:R:3
C -0.840 1.520 -0.006 -0.5 -0.1 0.1
C -0.564 0.040 0.195 1.4 -0.5 0.3
C 0.500 -0.537 -0.746 0.2 0.0 -0.3
C 1.885 -0.519 -0.222 0.4 0.0 0.2
C 3.034 -0.561 0.152 -0.7 0.1 -0.1
C -0.703 -0.702 1.485 0.2 0.1 0.2
N -1.735 -0.808 0.455 -0.3 0.6 -0.4
H -0.022 2.174 -0.353 -0.1 -0.7 0.3
H -1.281 1.955 0.897 0.1 0.0 -0.1
H -1.612 1.523 -0.787 0.1 0.4 0.0
H 0.501 0.031 -1.684 -0.1 -0.1 0.0
H 0.251 -1.572 -1.004 -0.1 0.1 0.1
H 4.043 -0.593 0.514 -0.3 0.0 -0.1
H -0.170 -1.643 1.620 0.2 0.3 -0.1
H -0.891 -0.182 2.420 -0.2 0.1 -0.2
H -2.461 -0.126 0.676 -0.3 -0.4 0.0
```
Positions in Å, forces in eV/Å.

natural (NBO) population analysis, charges in e, atoms 1 to 2: number 1, C, carries -0.629; number 2, C, carries 0.088

Record 8
DFT (ωB97M-V with the def2-TZVPD basis set) results for C6H9N in the gas phase at a distorted geometry.

F_max: 7.140 eV Å⁻¹
multiplicity: 1
structure (SMILES): C1=C[C@H]2CCN2C1
gap between HOMO and LUMO: 10.30 eV

The geometry in XYZ format:
```
16
Properties=species:S:1:pos:R:3:forces:R:3
C -1.580 0.464 -0.084 -3.2 4.5 0.3
C -1.063 -0.918 -0.418 -2.1 0.3 -0.8
C 1.182 -1.079 0.271 -0.3 -1.9 0.4
C 1.566 0.158 -0.372 6.7 2.0 -1.6
C 0.955 1.234 0.002 -5.1 1.2 1.2
C -0.377 0.713 0.801 2.8 -1.8 -0.8
H -1.656 1.229 -0.964 0.5 -1.5 1.1
H -2.572 0.808 0.439 1.5 -1.7 -0.5
H -0.654 -0.545 -1.424 0.5 -2.1 1.1
H -1.828 -1.785 -0.501 1.5 1.3 0.1
H 1.896 -1.294 1.074 0.0 -0.5 -0.2
H 0.956 -1.914 -0.394 1.5 -0.4 -0.3
H 2.730 0.406 -0.750 -3.2 -1.4 0.3
H 0.956 2.325 -0.267 0.7 -1.4 0.3
H -0.358 1.111 1.808 -0.7 0.2 0.1
N -0.153 -0.913 0.778 -1.0 3.2 -0.7
```
Positions in Å, forces in eV/Å.

natural (NBO) population analysis, charges in e, atoms 1 to 2: number 1, C, carries -0.434; number 2, C, carries -0.284

Record 9
DFT (ωB97M-V with the def2-TZVPD basis set) results for C6H9N in the gas phase at a distorted geometry.

F_max: 1.048 eV Å⁻¹
multiplicity: 1
structure (SMILES): Cc1c[nH]c(C)c1
gap between HOMO and LUMO: 8.47 eV

The geometry in XYZ format:
```
16
Properties=species:S:1:pos:R:3:forces:R:3
C 2.373 -0.243 0.357 0.1 0.0 0.0
C 0.987 -0.124 -0.175 0.1 0.0 -0.1
C 0.097 -1.038 -0.642 0.0 0.1 0.3
C -1.173 -0.356 -0.918 0.0 0.6 0.9
C -2.188 -0.291 0.303 -0.5 -0.8 -0.1
C -0.856 0.977 -0.754 0.5 0.6 -0.3
N 0.377 1.130 -0.238 0.3 0.2 -0.3
H 2.404 0.034 1.419 0.0 0.0 -0.2
H 2.722 -1.275 0.275 0.0 0.1 0.0
H 3.068 0.407 -0.183 0.0 -0.1 0.1
H 0.347 -2.087 -0.802 -0.3 0.2 0.3
H -1.736 0.180 1.215 0.0 -0.4 -0.6
H -2.408 -1.309 0.570 -0.5 -0.4 0.2
H -3.107 0.272 0.109 0.1 -0.3 -0.2
H -1.571 1.785 -0.828 0.2 0.2 0.4
H 0.664 1.936 0.293 0.3 0.1 -0.4
```
Positions in Å, forces in eV/Å.

natural (NBO) population analysis, charges in e, atoms 1 to 2: number 1, C, carries -0.643; number 2, C, carries 0.119

Record 10
DFT (ωB97M-V with the def2-TZVPD basis set) results for C6H9N in the gas phase at a distorted geometry.

F_max: 3.447 eV Å⁻¹
multiplicity: 1
structure (SMILES): C=C=C/C(N)=C/C
gap between HOMO and LUMO (alpha / beta): 7.87 / 6.84 eV

The geometry in XYZ format:
```
16
Properties=species:S:1:pos:R:3:forces:R:3
C 0.564 0.832 2.421 -0.2 0.1 0.1
C 0.305 -0.244 0.142 1.5 2.6 1.8
N 0.022 -1.510 0.616 -0.6 -0.6 -0.1
C 0.665 -0.101 -1.260 -0.1 0.4 0.2
C 0.523 0.832 0.928 -0.1 -0.3 0.2
C -1.332 -0.237 -2.923 -1.0 0.1 -0.7
C -0.390 -0.131 -2.030 0.1 -0.7 -1.2
H -0.519 -1.503 1.475 0.1 -0.1 -0.2
H -0.401 -2.100 -0.097 0.2 0.0 0.3
H 1.602 0.359 -1.557 0.4 -1.0 -0.2
H 0.687 1.802 0.462 0.2 -0.3 -0.2
H 0.879 -0.134 2.826 -0.1 0.0 0.0
H 1.282 1.581 2.770 -0.2 -0.1 0.0
H -0.416 1.088 2.832 0.1 0.0 0.3
H -2.296 -0.661 -2.672 0.2 -0.9 -0.4
H -1.175 0.127 -3.932 -0.5 1.0 0.1
```
Positions in Å, forces in eV/Å.

natural (NBO) population analysis, charges in e, atoms 1 to 2: number 1, C, carries -0.653; number 2, C, carries 0.138

Record 11
DFT (ωB97M-V with the def2-TZVPD basis set) results for 2 unconnected molecules or ions with the total composition C6H9N at a distorted geometry.

F_max: 1.103 eV Å⁻¹
multiplicity: 1
structure (SMILES): C=C(C)C#N.C=C
gap between HOMO and LUMO: 10.75 eV

The geometry in XYZ format:
```
16
Properties=species:S:1:pos:R:3:forces:R:3
C 1.326 1.095 0.086 0.0 0.0 0.0
C 1.253 -0.108 -0.818 -0.2 0.0 -0.1
C -1.531 -0.361 1.544 -0.2 0.1 -0.1
C -2.506 0.017 0.725 0.1 -0.1 0.2
C 0.183 -0.455 -1.535 0.1 0.0 0.1
C 2.443 -0.926 -0.896 0.8 -0.6 -0.1
N 3.403 -1.573 -0.937 -0.9 0.6 0.0
H 2.001 1.851 -0.330 -0.1 -0.1 0.1
H 1.712 0.818 1.073 -0.1 0.0 -0.1
H 0.333 1.535 0.210 0.2 -0.1 -0.1
H -1.160 0.290 2.332 -0.1 -0.1 -0.1
H -1.058 -1.337 1.457 -0.1 0.1 0.0
H -2.876 -0.639 -0.059 0.1 0.1 0.1
H -2.977 0.994 0.806 0.1 -0.1 0.0
H 0.183 -1.331 -2.177 0.0 0.1 0.1
H -0.729 0.132 -1.480 0.2 -0.1 0.0
```
Positions in Å, forces in eV/Å.

natural (NBO) population analysis, charges in e, atoms 1 to 2: number 1, C, carries -0.628; number 2, C, carries -0.125

Record 12
DFT (ωB97M-V with the def2-TZVPD basis set) results for C6H9N in the gas phase.

F_max: 0.455 eV Å⁻¹
multiplicity: 1
gap between HOMO and LUMO: 7.54 eV

The geometry in XYZ format:
```
16
Properties=species:S:1:pos:R:3:forces:R:3
C 2.179 0.450 2.343 -0.1 0.0 0.1
C 0.956 0.382 1.499 0.4 -0.2 -0.1
C 1.178 -0.378 0.296 -0.1 0.1 0.0
C 0.157 -0.569 -0.575 0.0 0.0 0.0
C -1.220 -0.083 -0.402 0.2 0.1 0.2
C -2.018 0.360 -1.581 0.0 0.2 -0.2
N -2.238 -0.954 -1.014 -0.2 -0.2 0.1
H 1.969 0.676 3.393 0.0 0.0 -0.2
H 2.731 1.323 1.947 -0.1 -0.1 0.0
H 2.869 -0.409 2.271 -0.1 0.1 -0.1
H 2.142 -0.846 0.053 -0.1 0.1 0.1
H 0.316 -1.157 -1.481 0.0 0.1 0.1
H -1.424 0.392 0.553 0.0 -0.1 -0.2
H -1.571 0.368 -2.573 0.0 0.0 0.2
H -2.749 1.148 -1.405 0.1 -0.1 0.0
H -3.071 -0.971 -0.433 0.1 0.0 0.0
```
Positions in Å, forces in eV/Å.

natural (NBO) population analysis, charges in e, atoms 1 to 2: number 1, C, carries -0.761; number 2, C, carries 0.058

Energy relative to the best compared isomer or geometry (same formula, charge and spin) values (in kcal per mole) by entry order: 67.8, 72.8, 126.4, 91.3, 139.8, 171.2, 72.8, 98.4, 62.6, 113.6, 46.0, 115.6.